# 1
The following is a quantum chemistry calculation of a structure of composition C58H45N3O5PS2SeV at a distorted geometry, from OMol25.

Output
Frontier orbital gap (spin up / spin down) in eV: 3.711 / 3.941
Expectation value of S²: 2.03
Charge: -2
Multiplicity: 3

```
116
C58H45N3O5PS2SeV ωB97M-V/def2-TZVPD
Se -0.256 6.221 -1.304
V 0.217 1.625 -0.206
S 1.311 4.578 3.576
S -1.209 3.973 2.254
P -0.293 -2.035 -0.554
O 0.012 0.666 3.904
O -0.698 0.726 1.385
O -2.873 0.299 1.744
O 4.910 3.591 1.926
O 2.127 1.174 -0.192
N 2.469 2.911 1.299
N -0.141 3.295 -0.967
N 1.046 2.865 1.333
C -4.406 -4.040 -1.006
C -1.446 0.463 -6.696
C -3.961 2.813 5.158
C 1.665 -3.602 2.643
C 0.506 -3.243 0.567
C -1.770 0.570 2.173
C -1.232 0.130 -5.352
C 0.445 3.640 2.295
C -0.190 -3.400 -3.070
C -1.983 -2.752 -0.587
C 0.558 1.844 -4.912
C 5.285 2.708 0.972
C 0.965 2.925 -4.115
C 0.997 -5.500 1.310
C -1.367 5.338 3.474
C 2.376 2.330 -6.489
C 0.438 -2.626 -2.070
C 4.875 0.847 -0.514
C -2.471 -1.934 3.630
C 1.971 3.756 -4.598
C -2.667 -3.148 4.323
C 6.658 2.460 0.791
C 1.303 1.513 -6.056
C -2.036 -3.393 5.514
C -1.496 1.783 5.826
C -0.260 4.503 -0.986
C -3.534 -4.432 0.005
C -3.333 1.922 4.278
C 7.141 1.490 -0.086
C -0.066 5.574 4.173
C -2.243 -0.313 -7.529
C 1.087 -2.726 1.716
C -1.142 -2.429 6.012
C 1.684 -5.007 2.434
C 2.928 1.962 0.465
C -0.554 0.765 -3.047
C 4.369 1.859 0.324
C -2.326 -3.821 0.238
C 0.496 -3.832 -4.176
C -2.888 -2.251 -1.529
C -2.622 -1.574 -7.183
C 6.244 0.632 -0.727
C -0.470 0.908 -4.426
C -1.697 -0.901 4.196
C 1.818 -3.372 -4.377
C -1.329 0.443 3.672
C -0.948 -1.235 5.363
C -2.063 2.745 6.608
C 0.554 -4.618 0.304
C -3.329 3.245 6.320
C -1.827 -1.094 -4.908
C -2.355 -1.985 -5.845
C 2.741 3.462 -5.751
C -4.153 -2.821 -1.689
C -2.051 1.465 4.587
C -0.335 0.859 -1.825
C 2.441 -2.575 -3.419
C 1.792 -2.254 -2.266
H 3.449 -2.270 -3.588
H -3.357 -3.829 3.843
H -1.845 6.164 2.884
H 0.491 0.988 3.099
H 2.926 2.040 -7.388
H -0.957 1.370 -7.059
H 0.180 -5.011 -0.670
H 6.540 -0.165 -1.427
H -1.820 -1.280 -3.851
H -3.855 3.929 7.007
H -4.931 3.139 4.939
H -1.281 -3.628 -3.009
H -2.911 -1.784 2.666
H -1.757 -4.059 1.140
H -1.534 3.121 7.499
H -4.906 -2.355 -2.345
H -2.071 4.942 4.231
H -2.590 -1.354 -2.088
H 2.170 -5.692 3.094
H -0.044 5.492 5.249
H 4.143 0.083 -0.920
H 1.133 -1.645 1.881
H -2.234 -4.256 6.108
H -2.559 -2.992 -5.526
H -5.336 -4.636 -1.145
H 3.561 4.100 -6.184
H 0.917 -6.545 1.121
H 7.322 3.051 1.415
H -3.963 -5.146 0.710
H -2.534 0.116 -8.491
H 2.314 -3.615 -5.302
H 2.268 -1.638 -1.505
H -0.245 -0.463 5.758
H 2.168 4.634 -4.001
H 0.527 3.023 -3.125
H 0.220 6.683 4.036
H -0.625 1.178 6.159
H 8.204 1.320 -0.199
H -3.844 1.410 3.465
H -0.052 -4.490 -4.839
H -3.085 -2.318 -7.815
H -0.617 -2.633 6.961
H 3.880 3.510 1.967
H 1.012 0.650 -6.610
H 2.124 -3.106 3.522
```

# 2
The following is a quantum chemistry calculation of a structure of composition C6H18Cl2N9O3RbS, from OMol25.

Output
Frontier orbital gap in eV: 8.070
ΔE to the lowest compared entry with this formula, charge and spin in kcal per mole: 0.9
Charge: 0

```
40
C6H18Cl2N9O3RbS ωB97M-V/def2-TZVPD
Rb -0.348 0.915 -0.449
Cl -1.624 3.867 -1.407
Cl -0.007 2.310 -3.352
S 4.412 1.660 0.389
O 0.504 -1.764 -0.552
O 0.754 -0.792 -2.562
O -3.175 0.427 -0.160
N 0.897 0.661 4.314
N -0.699 -2.504 -2.331
N 2.859 0.827 -1.602
N -0.359 1.056 2.529
N 2.970 -0.556 0.201
N 0.917 1.132 2.162
N 2.973 0.735 3.225
N 1.606 0.881 3.238
N -1.046 -3.706 -1.688
C 0.263 -1.655 -1.786
C -2.746 -1.693 1.007
C -0.899 3.800 -3.035
C -0.333 0.778 3.836
C -3.357 -0.997 -0.194
C 3.349 0.590 -0.376
H 2.167 0.195 -2.027
H 3.356 1.163 2.359
H -0.671 -2.575 -3.335
H -2.886 -1.328 -1.121
H -3.158 -1.287 1.935
H -1.710 3.871 -3.748
H -4.423 -1.227 -0.263
H 2.175 -1.106 -0.142
H -2.985 -2.759 0.991
H -1.211 0.669 4.449
H 3.072 1.718 -2.012
H 3.357 -0.772 1.102
H -3.567 0.762 0.653
H -0.220 -4.088 -1.240
H -1.660 -1.594 1.029
H -1.693 -3.487 -0.940
H -0.213 4.633 -3.112
H 3.358 1.242 4.015
```

# 3
The following is a quantum chemistry calculation of a structure of composition C19H16ClN2Ru at a distorted geometry, from OMol25.

Output
Frontier orbital gap (spin up / spin down) in eV: 6.422 / 4.707
Expectation value of S²: 6.07
Charge: +1
Multiplicity: 5

```
39
C19H16ClN2Ru ωB97M-V/def2-TZVPD
Ru 7.894 9.533 5.325
Cl 7.625 6.619 3.772
N 9.348 9.788 6.642
N 9.470 10.845 7.375
C 7.654 11.456 5.982
C 6.070 9.228 4.425
C 5.522 5.480 5.065
C 5.447 7.996 4.917
C 10.819 6.495 5.841
C 11.445 8.827 7.297
C 4.282 5.561 5.721
C 6.120 6.711 4.657
C 8.051 14.155 6.843
C 8.641 11.837 6.936
C 8.889 13.184 7.336
C 3.701 6.789 6.066
C 10.212 8.713 6.629
C 12.369 7.745 7.202
C 9.863 7.490 6.015
C 6.699 12.437 5.634
C 6.897 13.736 6.099
C 12.111 6.725 6.316
C 4.256 7.988 5.671
H 3.693 8.882 5.873
H 12.936 6.217 5.848
H 8.223 15.228 6.862
H 2.680 6.814 6.487
H 9.754 13.430 7.890
H 10.606 5.640 5.231
H 11.478 9.781 7.865
H 3.766 4.651 5.936
H 6.018 9.286 3.349
H 8.584 10.113 3.914
H 5.923 4.508 4.820
H 8.873 7.378 5.523
H 5.540 10.145 4.825
H 5.902 12.182 5.044
H 6.220 14.454 5.689
H 13.316 7.729 7.721
```

# 4
The following is a quantum chemistry calculation of a cluster of 16 separate species, C46H131N7O16 in total at a distorted geometry, from OMol25.

Output
Frontier orbital gap in eV: 9.081
ΔE to the lowest compared entry with this formula, charge and spin in kcal per mole: 0.0
Charge: 0

```
200
C46H131N7O16 ωB97M-V/def2-TZVPD
O 0.899 -3.740 5.722
O -3.440 4.894 -4.300
O -1.705 -5.445 -1.644
O 1.046 2.176 -8.285
O -3.490 2.834 0.249
O -0.416 -2.260 -2.967
O 3.215 0.840 -2.746
O 0.031 5.891 3.572
O -0.562 -0.109 1.328
O 6.911 -2.544 -1.614
O 2.602 -5.101 1.545
O 0.824 3.260 4.094
O -0.726 5.311 -2.835
O 7.302 0.064 2.378
O -4.982 0.624 0.932
O -3.573 -3.548 4.148
N 5.098 -1.077 -3.536
N 3.671 0.120 3.168
N -4.106 -4.332 -2.466
N -7.220 -0.382 -1.814
N 2.043 -1.401 1.153
N 0.481 -1.416 7.229
N 0.788 0.025 -1.370
C -1.550 -0.894 5.930
C -3.878 3.907 1.087
C -1.538 -0.460 -4.058
C 0.124 1.089 -0.623
C -0.106 5.616 -4.067
C 3.117 3.062 -1.757
C -0.696 5.997 2.318
C 4.895 -0.121 2.356
C 3.324 -2.629 -2.857
C -4.387 3.948 -3.779
C 1.420 5.561 -3.993
C -0.603 -1.665 -4.245
C -0.270 2.168 -1.637
C 8.459 0.616 2.963
C -0.535 -5.969 -1.071
C 2.892 -3.722 1.404
C -2.998 -3.518 -1.923
C -6.814 1.935 -1.187
C 1.404 -4.570 4.699
C -1.361 2.520 4.216
C -0.053 2.650 -7.497
C -3.524 -2.226 -1.288
C 0.098 -2.691 5.185
C -2.197 -5.088 2.856
C -3.724 5.193 0.267
C -3.534 2.828 -3.166
C -0.100 2.447 3.341
C -6.328 0.500 -1.057
C 5.709 -3.086 -2.098
C 0.664 -3.180 0.366
C -0.577 -1.975 6.335
C -4.692 0.313 2.280
C -2.201 -4.325 -0.902
C -0.081 1.888 -6.177
C 0.316 5.691 1.226
C 6.963 -2.469 -0.193
C 3.680 -5.926 1.237
C 6.136 0.385 3.118
C 4.672 -2.018 -2.478
C 1.682 -2.790 1.448
C -1.519 -0.578 2.229
C -6.152 0.026 0.387
C -3.534 -4.399 2.993
C -1.041 0.596 0.208
C 4.824 0.537 0.980
C 3.959 2.039 -2.497
H -6.751 2.239 -2.229
H -4.473 5.147 -0.526
H 3.932 -0.301 4.061
H 4.644 -5.718 1.714
H -1.167 2.139 5.216
H 0.705 -2.001 4.579
H 6.083 1.468 3.278
H -1.063 -2.377 -4.928
H -1.327 2.041 -1.874
H 3.393 -3.554 0.439
H 3.036 -3.404 -2.147
H 6.165 -0.100 4.102
H -3.887 -1.528 -2.055
H 0.840 1.503 0.104
H -1.023 7.036 2.252
H 0.331 2.196 -2.538
H 3.383 -3.000 -3.882
H -2.034 -5.623 1.919
H -3.007 2.176 -3.854
H -3.605 -4.148 4.900
H 5.193 -1.616 -4.396
H -5.527 0.337 2.984
H -1.103 -2.742 6.912
H 3.661 -3.465 2.146
H 5.862 -3.710 -2.985
H -4.063 1.140 2.626
H 0.373 -4.226 0.497
H -7.078 0.363 0.870
H 2.195 3.135 -2.329
H 0.040 -1.585 -2.425
H -0.718 -6.398 -0.073
H 6.041 -0.766 -3.308
H -1.041 -0.992 3.119
H -0.134 6.054 0.296
H 0.568 4.643 1.067
H 3.790 -5.990 0.145
H -2.764 -4.648 -0.021
H -6.107 2.603 -0.678
H 9.354 0.190 2.513
H 8.515 0.402 4.036
H 1.791 6.100 -4.869
H 4.887 1.833 -1.955
H -0.448 6.627 -4.323
H 1.840 4.563 -4.116
H -2.746 5.283 -0.209
H 7.417 -1.514 0.055
H 5.217 -3.701 -1.338
H -3.776 -3.808 2.112
H -0.106 6.637 4.158
H 4.151 2.428 -3.505
H -2.443 -1.324 5.469
H -5.372 0.534 -1.590
H 0.368 -1.368 -4.654
H 1.038 -3.053 -0.654
H 4.601 -1.377 -1.590
H -2.765 -1.564 -0.860
H -4.106 -0.608 2.329
H -2.138 1.857 3.814
H -3.890 6.107 0.839
H -0.967 2.408 -8.051
H 1.241 6.224 1.432
H -0.158 -6.837 -1.610
H -0.180 2.828 2.319
H 0.906 -0.643 6.713
H 0.554 -5.082 4.234
H -4.204 2.272 -2.505
H -1.744 3.537 4.274
H 1.159 -2.785 2.412
H -0.095 0.829 -6.424
H 0.363 1.464 3.267
H -1.571 5.348 2.355
H 2.537 -1.876 -2.813
H -4.998 4.405 -2.997
H 0.795 2.151 -5.586
H 1.562 0.382 -1.931
H -1.820 0.075 -0.363
H -2.876 3.322 -2.449
H -4.293 -5.169 3.172
H -7.752 2.119 -0.658
H 3.426 -6.955 1.505
H 3.954 0.134 0.460
H -5.998 -1.049 0.519
H -4.819 -4.308 -1.725
H 3.577 4.044 -1.669
H -4.953 3.786 1.278
H -4.338 -2.440 -0.591
H -1.565 1.494 0.577
H -1.013 2.170 -5.689
H -3.380 3.942 2.063
H -1.875 -0.297 6.780
H -0.159 3.098 -1.074
H 2.952 2.673 -0.748
H 7.574 -3.269 0.242
H 2.074 -4.073 3.999
H 1.803 6.042 -3.095
H 1.224 -2.113 7.210
H 1.045 2.634 -9.129
H 1.292 -0.572 -0.709
H 0.240 -5.207 -0.960
H -2.326 -3.182 -2.715
H 8.465 1.702 2.816
H -0.608 -3.174 4.498
H 0.678 4.200 3.900
H -4.080 2.083 0.442
H -2.041 -5.827 3.646
H 5.997 -2.630 0.293
H 5.046 -1.193 2.204
H -7.016 -1.334 -1.513
H -1.069 -0.290 5.155
H -1.446 -4.301 2.949
H 3.866 0.173 -3.065
H -2.388 -0.785 -3.457
H 5.658 0.149 0.388
H -8.195 -0.274 -1.545
H -2.058 -1.465 1.859
H -0.227 -2.549 0.347
H -1.900 -0.015 -4.990
H 0.024 3.734 -7.386
H 2.686 -1.084 1.895
H 1.943 -5.414 5.137
H -1.069 0.388 -3.563
H -3.903 5.472 -4.915
H -4.961 3.582 -4.635
H 3.732 1.125 3.347
H -2.237 0.205 2.486
H -0.452 4.956 -4.871
H 4.897 1.622 1.020
H -4.583 -3.637 -3.057
H 1.249 -0.780 1.343
H -1.657 5.102 -2.933
H -1.336 -3.739 -0.573
```

Copy entry 3 word for word.
The following is a quantum chemistry calculation of a structure of composition C19H16ClN2Ru at a distorted geometry, from OMol25.

Output
Frontier orbital gap (spin up / spin down) in eV: 6.422 / 4.707
Expectation value of S²: 6.07
Charge: +1
Multiplicity: 5

```
39
C19H16ClN2Ru ωB97M-V/def2-TZVPD
Ru 7.894 9.533 5.325
Cl 7.625 6.619 3.772
N 9.348 9.788 6.642
N 9.470 10.845 7.375
C 7.654 11.456 5.982
C 6.070 9.228 4.425
C 5.522 5.480 5.065
C 5.447 7.996 4.917
C 10.819 6.495 5.841
C 11.445 8.827 7.297
C 4.282 5.561 5.721
C 6.120 6.711 4.657
C 8.051 14.155 6.843
C 8.641 11.837 6.936
C 8.889 13.184 7.336
C 3.701 6.789 6.066
C 10.212 8.713 6.629
C 12.369 7.745 7.202
C 9.863 7.490 6.015
C 6.699 12.437 5.634
C 6.897 13.736 6.099
C 12.111 6.725 6.316
C 4.256 7.988 5.671
H 3.693 8.882 5.873
H 12.936 6.217 5.848
H 8.223 15.228 6.862
H 2.680 6.814 6.487
H 9.754 13.430 7.890
H 10.606 5.640 5.231
H 11.478 9.781 7.865
H 3.766 4.651 5.936
H 6.018 9.286 3.349
H 8.584 10.113 3.914
H 5.923 4.508 4.820
H 8.873 7.378 5.523
H 5.540 10.145 4.825
H 5.902 12.182 5.044
H 6.220 14.454 5.689
H 13.316 7.729 7.721
```

Copy entry 3 word for word.
The following is a quantum chemistry calculation of a structure of composition C19H16ClN2Ru at a distorted geometry, from OMol25.

Output
Frontier orbital gap (spin up / spin down) in eV: 6.422 / 4.707
Expectation value of S²: 6.07
Charge: +1
Multiplicity: 5

```
39
C19H16ClN2Ru ωB97M-V/def2-TZVPD
Ru 7.894 9.533 5.325
Cl 7.625 6.619 3.772
N 9.348 9.788 6.642
N 9.470 10.845 7.375
C 7.654 11.456 5.982
C 6.070 9.228 4.425
C 5.522 5.480 5.065
C 5.447 7.996 4.917
C 10.819 6.495 5.841
C 11.445 8.827 7.297
C 4.282 5.561 5.721
C 6.120 6.711 4.657
C 8.051 14.155 6.843
C 8.641 11.837 6.936
C 8.889 13.184 7.336
C 3.701 6.789 6.066
C 10.212 8.713 6.629
C 12.369 7.745 7.202
C 9.863 7.490 6.015
C 6.699 12.437 5.634
C 6.897 13.736 6.099
C 12.111 6.725 6.316
C 4.256 7.988 5.671
H 3.693 8.882 5.873
H 12.936 6.217 5.848
H 8.223 15.228 6.862
H 2.680 6.814 6.487
H 9.754 13.430 7.890
H 10.606 5.640 5.231
H 11.478 9.781 7.865
H 3.766 4.651 5.936
H 6.018 9.286 3.349
H 8.584 10.113 3.914
H 5.923 4.508 4.820
H 8.873 7.378 5.523
H 5.540 10.145 4.825
H 5.902 12.182 5.044
H 6.220 14.454 5.689
H 13.316 7.729 7.721
```

Question: Which value of charge does entry 2 give?
Answer: 0